No. 1
Below is a molecular structure, C28H30BIrN8O2S2 in a non-equilibrium geometry, with properties calculated with ωB97M-V/def2-TZVPD.

XYZ file:
```
72
Properties=species:S:1:pos:R:3:forces:R:3:lowdin_charge:R:1
Ir -0.088 0.098 -0.592 -0.872 0.975 2.361 1.5760
C 0.698 3.860 1.633 0.017 -0.477 -0.377 0.0381
C 1.082 2.921 0.684 0.708 0.580 -0.162 -0.0757
N 0.148 1.980 0.588 -0.673 -2.522 -1.223 -0.0398
N -0.843 2.279 1.444 -0.655 -0.317 0.439 0.0403
C -0.531 3.418 2.088 0.316 -0.181 -0.237 0.0234
B -2.251 1.618 1.367 -0.047 0.163 0.692 -0.6355
N -2.702 1.808 -0.096 -0.302 0.158 0.475 0.0412
C -3.733 2.468 -0.642 0.343 -0.272 -0.432 0.0234
C -3.636 2.386 -2.021 0.477 -0.288 0.110 0.0297
C -2.489 1.635 -2.249 -0.330 0.234 -0.832 -0.0655
N -1.942 1.285 -1.087 1.789 -1.249 0.930 -0.0447
N -2.252 0.092 1.608 -0.262 0.407 0.127 0.0201
C -3.188 -0.608 2.272 0.365 -0.452 -0.324 0.0105
C -2.974 -1.955 2.049 0.465 0.316 -0.384 0.0317
C -1.869 -2.001 1.208 -0.087 -0.876 -0.181 -0.0724
N -1.451 -0.761 0.955 1.577 1.593 -1.706 -0.0329
N -3.077 2.214 2.498 0.049 0.356 -0.351 -0.0248
C -4.069 3.100 2.674 -0.793 0.354 0.276 -0.0325
C -4.335 3.189 4.038 0.176 0.051 -0.136 0.0277
C -3.407 2.312 4.643 -0.448 1.091 -0.685 -0.0846
N -2.643 1.810 3.717 1.405 -1.789 0.472 0.0693
H 1.225 4.744 1.929 0.152 0.147 0.048 0.1298
H 1.961 2.909 0.071 0.161 -0.042 -0.078 0.1215
H -1.169 3.864 2.823 -0.272 -0.047 0.123 0.1440
H -4.489 2.942 -0.055 -0.110 0.092 0.244 0.1294
H -4.295 2.818 -2.745 -0.117 0.045 -0.199 0.1298
H -2.048 1.360 -3.189 0.100 -0.138 -0.104 0.1234
H -3.954 -0.147 2.858 -0.055 0.313 0.189 0.1433
H -3.536 -2.783 2.429 -0.057 -0.190 0.133 0.1284
H -1.369 -2.861 0.806 0.105 -0.044 -0.081 0.1060
H -4.556 3.622 1.877 -0.096 0.126 -0.193 0.1153
H -5.024 3.840 4.538 -0.308 0.069 -0.062 0.1176
H -3.247 2.118 5.685 0.097 -0.141 0.199 0.1275
O 2.088 0.144 -1.438 -3.947 -0.530 -0.095 -0.6183
S 3.463 0.560 -1.012 2.503 0.420 1.548 1.0875
C 4.563 -0.939 -1.096 -0.466 0.153 -0.239 -0.2461
C 3.799 -2.228 -0.880 -0.183 -0.173 0.050 -0.2245
C 3.162 -2.743 -2.173 0.139 0.149 -0.039 -0.2196
C 2.212 -3.897 -1.933 -0.323 0.321 0.251 -0.2463
S 0.531 -3.380 -1.317 -0.285 -2.149 -1.932 1.0786
O 0.715 -2.077 -0.605 -0.491 3.788 1.408 -0.6508
C -0.283 -2.992 -2.877 0.004 -0.140 0.349 -0.3772
C -0.800 -4.078 -3.574 0.249 0.088 0.237 -0.0645
C -1.435 -3.870 -4.784 -0.043 0.179 0.050 -0.0180
C -1.559 -2.579 -5.282 0.090 0.003 0.121 -0.0186
C -1.042 -1.499 -4.573 -0.280 0.040 -0.105 -0.0495
C -0.430 -1.695 -3.347 0.207 -0.259 0.259 -0.1035
C 3.417 0.701 0.794 -0.068 0.071 -0.246 -0.4109
C 4.437 1.449 1.368 -0.055 -0.035 -0.221 -0.0703
C 4.447 1.640 2.738 -0.202 -0.071 0.126 -0.0231
C 3.435 1.091 3.518 0.064 0.011 -0.071 -0.0225
C 2.440 0.312 2.936 -0.106 0.030 0.040 -0.0382
C 2.418 0.127 1.565 0.225 -0.087 -0.382 -0.1229
H 5.317 -0.773 -0.329 -0.015 0.236 0.038 0.1102
H 5.043 -0.914 -2.073 0.017 0.119 -0.087 0.1088
H 3.033 -2.088 -0.114 0.097 -0.008 0.084 0.0898
H 4.496 -2.977 -0.491 -0.049 0.068 -0.030 0.1427
H 3.960 -3.109 -2.828 -0.148 0.052 -0.033 0.1424
H 2.656 -1.933 -2.705 0.013 -0.075 -0.036 0.1069
H 2.599 -4.578 -1.176 -0.110 -0.080 0.079 0.1085
H 2.010 -4.459 -2.842 -0.169 -0.088 -0.033 0.1085
H -0.715 -5.070 -3.156 0.001 -0.197 -0.023 0.1257
H -1.845 -4.711 -5.318 -0.079 -0.074 -0.107 0.1307
H -2.083 -2.415 -6.211 0.071 0.059 -0.130 0.1281
H -1.115 -0.507 -4.989 -0.076 0.140 -0.026 0.1147
H -0.044 -0.843 -2.775 0.217 -0.053 -0.252 0.0450
H 5.209 1.879 0.750 0.137 0.125 -0.071 0.1263
H 5.231 2.226 3.190 0.062 0.065 0.067 0.1288
H 3.414 1.278 4.580 0.056 -0.072 0.112 0.1257
H 1.679 -0.154 3.544 -0.041 0.045 0.088 0.1226
H 1.632 -0.472 1.106 0.165 -0.116 0.180 0.0546
```
Forces are in eV/Å.

The value obtained for the energy above the lowest of the compared OMol25 structures with the same formula, charge and spin is 117.39 kcal per mole. The calculation puts the LUMO energy (alpha / beta) at -13.466 / -12.885 eV. Its spin multiplicity is 2. For the total energy, the calculation gives -2597.95712 hartree. The total charge is +3.

---

No. 2
Below is a gas-phase ion, C9H22NSi (charge +1) in a non-equilibrium geometry, with properties calculated with ωB97M-V/def2-TZVPD.

XYZ file:
```
33
Properties=species:S:1:pos:R:3:forces:R:3:nbo_charge:R:1
C 3.308 1.609 -0.189 -1.164 -3.295 0.798 -0.5888
C 1.805 1.845 -0.446 0.999 -0.394 -1.120 -0.9034
Si 0.600 0.498 0.095 -0.829 -1.174 -2.416 1.6125
C 0.072 -0.360 -1.711 0.936 0.849 1.819 -0.8066
C -0.590 -1.733 -1.711 1.248 -1.913 -0.068 -0.6155
C 1.191 -0.892 1.242 1.001 3.046 2.166 -0.8916
C 2.517 -1.664 1.170 0.511 -0.503 -0.628 -0.6062
C -1.041 1.436 0.818 0.430 -2.481 3.603 -0.8406
C -2.294 0.599 0.934 3.347 -2.066 0.941 -0.0938
C -3.427 0.747 0.345 -2.174 1.410 -1.264 -0.1518
N -4.495 -0.262 0.422 -1.462 0.211 4.636 -0.6872
H 3.819 0.771 -0.804 -1.435 0.478 1.463 0.2090
H 3.881 2.350 -0.553 1.637 3.299 -0.717 0.2141
H 3.361 1.520 0.881 1.240 -0.380 0.410 0.2018
H 1.920 1.733 -1.531 -1.482 0.534 -0.245 0.2507
H 1.534 2.877 -0.180 -0.001 -0.357 -0.122 0.2423
H -0.640 0.303 -2.159 -0.369 0.766 -0.288 0.2122
H 0.980 -0.242 -2.311 -0.099 -0.390 -0.016 0.2299
H -1.183 -1.789 -0.781 0.516 -0.811 -0.063 0.1750
H -1.344 -1.768 -2.468 -0.431 -0.034 -0.782 0.2046
H 0.094 -2.714 -1.970 -1.537 2.571 1.273 0.2288
H 1.109 -0.251 2.234 0.144 -1.671 -1.296 0.2211
H 0.499 -1.659 1.246 -2.265 -1.121 0.373 0.2339
H 3.143 -1.202 0.434 0.791 0.329 -0.170 0.2105
H 3.096 -1.762 2.118 -0.712 0.144 -0.666 0.2284
H 2.356 -2.682 0.728 -0.048 0.741 0.688 0.2149
H -0.889 1.613 1.980 0.425 0.199 -2.236 0.2570
H -1.107 2.339 0.295 -0.493 1.415 -0.703 0.2460
H -2.137 -0.360 1.547 -0.175 1.274 -0.856 0.2062
H -3.743 1.685 -0.109 0.039 -0.457 -0.323 0.2343
H -4.181 -1.076 1.065 -0.550 1.295 -1.629 0.4580
H -4.851 -0.576 -0.448 -0.087 -0.658 -1.273 0.4442
H -5.380 0.143 0.956 2.049 -0.856 -1.290 0.4500
```
Forces are in eV/Å.

The value obtained for the energy above the lowest of the compared OMol25 structures with the same formula, charge and spin is 60.20 kcal per mole. Its SMILES is CC[Si](CC)(CC)C/C=C/[NH3+]. The calculation puts the LUMO energy at -3.702 eV. Its spin multiplicity is 1. For the total energy, the calculation gives -700.01711 hartree. The total charge is +1.

---

No. 3
Below is a molecular structure, C67H54I3NO2P3SiTi in a non-equilibrium geometry, with properties calculated with ωB97M-V/def2-TZVPD.

XYZ file:
```
132
Properties=species:S:1:pos:R:3:forces:R:3:lowdin_charge:R:1
Ti 0.293 0.328 -0.325 -0.937 -0.014 0.490 0.4644
C 2.248 -6.226 -0.229 -0.044 0.029 0.033 -0.0866
C 0.866 -6.354 -0.162 0.024 0.046 -0.004 -0.0791
C 0.046 -5.273 -0.462 0.032 -0.027 0.108 -0.0735
C 0.602 -4.048 -0.826 -0.059 0.013 -0.026 -0.3428
C 1.990 -3.916 -0.839 0.115 -0.046 -0.003 -0.1093
C 2.809 -5.000 -0.557 -0.041 -0.013 0.077 -0.0680
P -0.389 -2.657 -1.482 -0.066 0.164 -0.230 1.1249
C -0.310 -3.052 -3.290 -0.034 0.007 -0.006 -0.3382
C 0.850 -3.553 -3.879 0.032 0.008 -0.007 -0.0879
C 0.938 -3.715 -5.258 -0.016 0.017 0.061 -0.0764
C -0.135 -3.384 -6.074 0.016 -0.017 0.026 -0.0829
C -1.300 -2.894 -5.499 0.033 0.016 0.031 -0.0705
C -1.381 -2.726 -4.126 0.032 -0.030 -0.023 -0.1173
C -2.130 -3.000 -1.081 -0.090 -0.054 0.025 -0.3939
C -2.858 -4.031 -1.689 0.054 0.070 -0.003 -0.1057
C -4.216 -4.168 -1.463 0.001 0.027 0.030 -0.0688
C -4.867 -3.255 -0.640 0.022 0.026 -0.007 -0.0630
C -4.152 -2.231 -0.040 0.107 -0.049 -0.026 -0.1010
C -2.766 -2.087 -0.226 -0.178 -0.072 0.042 -0.2964
Si -1.849 -0.705 0.745 -0.213 -0.170 0.087 0.5815
C -3.205 0.608 0.980 -0.078 0.141 0.104 -0.3484
C -4.109 0.628 2.047 0.034 0.050 -0.063 -0.0868
C -5.104 1.592 2.133 0.019 -0.005 -0.020 -0.0666
C -5.231 2.555 1.141 0.010 -0.008 -0.012 -0.0667
C -4.339 2.564 0.081 0.003 -0.018 -0.006 -0.0822
C -3.320 1.616 0.017 -0.058 -0.002 -0.086 -0.4079
P -2.093 1.606 -1.340 -0.210 -0.146 0.132 1.0530
C -3.214 1.174 -2.738 0.109 0.079 -0.001 -0.3290
C -3.812 2.135 -3.548 -0.105 0.020 -0.091 -0.0800
C -4.726 1.758 -4.527 0.049 0.026 0.047 -0.0709
C -5.057 0.422 -4.701 0.035 -0.017 0.029 -0.0798
C -4.471 -0.541 -3.889 -0.006 0.064 -0.013 -0.0716
C -3.553 -0.163 -2.920 -0.054 -0.020 -0.040 -0.1002
C -1.684 3.352 -1.664 0.059 0.015 -0.023 -0.3693
C -1.793 4.336 -0.684 -0.038 0.061 0.000 -0.1616
C -1.354 5.630 -0.931 0.002 -0.029 -0.003 -0.0841
C -0.799 5.954 -2.160 -0.009 0.006 0.012 -0.0747
C -0.698 4.984 -3.149 0.005 -0.036 0.019 -0.0632
C -1.140 3.693 -2.903 0.065 0.081 0.001 -0.1103
C -1.635 -1.498 2.465 0.014 -0.120 0.065 -0.2721
C -2.706 -2.211 3.033 0.076 0.036 -0.006 -0.1017
C -2.644 -2.718 4.318 0.046 0.008 0.013 -0.0676
C -1.492 -2.540 5.080 -0.068 -0.014 -0.008 -0.0653
C -0.408 -1.891 4.525 0.037 -0.028 -0.075 -0.1059
C -0.468 -1.377 3.223 0.026 -0.027 0.045 -0.3994
P 1.060 -0.796 2.398 -0.129 0.056 0.104 1.0477
C 1.773 0.432 3.570 0.019 -0.004 0.019 -0.4122
C 3.010 1.024 3.299 0.010 0.042 0.006 -0.1169
C 3.503 2.041 4.107 -0.060 -0.035 -0.027 -0.0691
C 2.763 2.502 5.187 0.003 -0.034 -0.025 -0.0830
C 1.522 1.941 5.449 -0.005 -0.016 -0.027 -0.0831
C 1.032 0.920 4.647 -0.024 0.023 0.040 -0.1341
C 2.079 -2.317 2.661 0.054 0.074 -0.102 -0.3129
C 1.461 -3.569 2.615 -0.014 0.014 0.030 -0.0962
C 2.180 -4.725 2.877 0.081 0.002 -0.034 -0.0878
C 3.540 -4.656 3.151 -0.044 0.003 -0.042 -0.0883
C 4.174 -3.423 3.153 -0.060 0.039 -0.020 -0.0736
C 3.448 -2.262 2.910 0.013 -0.018 0.033 -0.0783
H 2.884 -7.075 -0.008 -0.025 0.037 -0.008 0.1064
H 0.420 -7.302 0.117 0.019 0.031 -0.010 0.1050
H -1.028 -5.391 -0.402 -0.005 0.014 -0.048 0.0948
H 2.442 -2.968 -1.096 -0.032 0.003 0.012 0.0858
H 3.885 -4.878 -0.580 -0.018 -0.006 -0.006 0.1123
H 1.700 -3.827 -3.267 -0.030 0.004 -0.035 0.0935
H 1.851 -4.107 -5.691 -0.031 0.012 0.023 0.1067
H -0.065 -3.512 -7.146 0.004 0.006 0.019 0.1032
H -2.147 -2.630 -6.121 0.026 -0.007 0.028 0.1072
H -2.294 -2.332 -3.705 -0.031 0.019 0.001 0.0734
H -2.365 -4.706 -2.380 0.029 0.003 0.048 0.1129
H -4.770 -4.967 -1.942 0.021 0.024 0.012 0.1062
H -5.937 -3.334 -0.481 0.053 0.014 -0.005 0.1079
H -4.685 -1.507 0.565 -0.005 -0.017 0.006 0.0968
H -4.029 -0.104 2.840 0.014 -0.027 0.006 0.0907
H -5.783 1.592 2.979 0.035 -0.003 -0.035 0.1055
H -6.012 3.304 1.200 0.028 -0.023 -0.007 0.1057
H -4.425 3.322 -0.689 0.003 -0.014 0.005 0.1110
H -3.569 3.182 -3.421 -0.038 -0.045 -0.015 0.1016
H -5.183 2.517 -5.152 0.027 -0.035 0.034 0.1053
H -5.771 0.134 -5.464 0.018 0.002 0.025 0.1028
H -4.728 -1.588 -4.006 0.011 0.031 -0.001 0.1061
H -3.108 -0.916 -2.286 0.004 0.002 -0.007 0.0684
H -2.212 4.100 0.285 0.016 0.014 -0.008 0.0407
H -1.434 6.375 -0.149 0.001 -0.041 -0.034 0.0904
H -0.442 6.961 -2.347 -0.020 -0.048 0.004 0.1036
H -0.259 5.224 -4.110 -0.017 -0.016 0.030 0.1084
H -1.045 2.948 -3.680 0.028 -0.001 0.001 0.0952
H -3.603 -2.386 2.451 0.005 0.024 0.016 0.0894
H -3.488 -3.259 4.728 0.012 0.007 -0.011 0.1054
H -1.433 -2.934 6.087 -0.002 0.012 -0.037 0.1068
H 0.514 -1.813 5.090 -0.012 0.006 -0.024 0.1188
H 3.574 0.722 2.429 0.000 -0.020 0.006 0.0733
H 4.461 2.489 3.873 -0.025 -0.024 0.002 0.1058
H 3.141 3.306 5.807 -0.013 -0.026 -0.029 0.1039
H 0.917 2.312 6.268 0.021 -0.017 -0.028 0.1063
H 0.044 0.530 4.848 0.016 0.019 0.004 0.0934
H 0.401 -3.649 2.411 -0.035 0.004 -0.014 0.1054
H 1.673 -5.681 2.865 0.003 0.003 -0.019 0.1038
H 4.101 -5.559 3.357 -0.010 0.014 0.005 0.1017
H 5.236 -3.355 3.359 -0.039 0.003 -0.009 0.1039
H 3.959 -1.312 2.937 0.001 0.000 -0.013 0.0849
I 6.029 -0.239 -6.120 0.020 -0.002 -0.029 0.8616
C 5.053 -0.334 -4.279 0.029 0.009 0.005 -0.7276
C 5.698 0.142 -3.140 -0.053 -0.023 0.006 -0.1367
C 5.042 0.088 -1.925 0.053 0.005 -0.041 0.0002
C 3.748 -0.419 -1.852 -0.135 -0.087 -0.082 -0.1301
C 3.118 -0.888 -2.994 0.015 0.001 -0.116 -0.0189
C 3.774 -0.859 -4.219 -0.037 0.006 0.123 -0.1360
C 3.064 -0.448 -0.533 -0.354 -0.258 -0.211 -0.5133
O 3.650 -0.274 0.507 0.015 0.104 0.178 0.0779
O 1.748 -0.731 -0.581 1.672 -0.342 -0.061 -0.3164
H 6.697 0.548 -3.207 0.005 0.005 -0.006 0.0931
H 5.517 0.447 -1.021 0.001 -0.002 -0.011 0.1252
H 2.108 -1.271 -2.937 0.002 0.025 0.006 0.0928
H 3.280 -1.221 -5.111 0.001 0.002 0.016 0.0938
C -0.161 0.286 -3.826 -0.007 0.012 0.001 -0.0504
C 0.801 1.254 -3.219 0.077 -0.003 0.350 -0.4000
C 1.730 1.983 -3.904 0.096 0.208 -0.122 -0.0745
C 2.479 2.716 -2.950 0.090 -0.021 -0.127 -0.0611
C 1.997 2.394 -1.711 -0.232 -0.233 0.023 -0.3550
C 2.526 2.944 -0.420 -0.015 0.038 -0.072 -0.0836
N 0.929 1.492 -1.847 0.421 0.465 -0.556 -0.0846
H 0.350 -0.349 -4.553 -0.011 -0.024 -0.011 0.0847
H -0.987 0.774 -4.348 -0.027 0.032 -0.017 0.0785
H -0.605 -0.373 -3.086 -0.059 -0.039 0.094 0.0144
H 1.870 1.969 -4.977 -0.013 -0.004 0.074 0.1098
H 3.304 3.388 -3.139 -0.055 -0.032 0.008 0.1048
H 3.498 3.394 -0.623 -0.008 0.005 -0.008 0.0847
H 2.677 2.196 0.359 0.003 -0.083 0.021 0.0292
H 1.879 3.716 -0.002 -0.027 0.027 0.020 0.0405
I -0.212 2.208 1.554 -0.074 -0.095 -0.033 0.6096
I -0.542 4.989 3.031 0.003 0.177 0.042 0.0279
```
Forces are in eV/Å.

The value obtained for the energy above the lowest of the compared OMol25 structures with the same formula, charge and spin is 7.28 kcal per mole. The calculation puts the LUMO energy (alpha / beta) at -0.665 / -2.225 eV. Its spin multiplicity is 2. For the total energy, the calculation gives -5847.04240 hartree.